{
  "formula": "C24H31N3O3Pt",
  "method": "ωB97M-V/def2-TZVPD",
  "species": ["Pt", "O", "C", "O", "C", "O", "N", "C", "C", "H", "H", "H", "H", "C", "C", "H", "H", "H", "C", "C", "C", "C", "C", "C", "C", "N", "C", "C", "C", "C", "C", "C", "C", "N", "C", "C", "C", "C", "H", "H", "H", "H", "H", "H", "H", "H", "H", "H", "H", "H", "H", "H", "H", "H", "H", "H", "H", "H", "H", "H", "H", "H"],
  "xyz": [[-0.249, 0.068, -0.125], [-1.693, 1.600, -0.454], [-2.914, 1.625, -0.839], [-1.927, -1.083, -0.218], [-3.130, -0.788, -0.501], [-4.023, -1.732, -0.592], [-3.648, 0.442, -0.739], [-5.302, -1.115, -0.881], [-5.050, 0.321, -1.146], [-5.961, -1.230, -0.020], [-5.794, -1.578, -1.731], [-5.682, 0.996, -0.551], [-5.100, 0.606, -2.216], [-3.688, 2.750, -1.333], [-3.208, 3.859, -1.945], [-4.775, 2.672, -1.280], [-2.113, 3.961, -2.009], [-3.898, 4.653, -2.284], [6.273, -2.192, -1.360], [5.185, -2.065, -2.431], [5.681, -1.115, -3.514], [4.951, -3.440, -3.049], [3.893, -1.543, -1.824], [2.753, -1.434, -2.661], [1.535, -1.046, -2.116], [1.488, -0.690, -0.809], [2.567, -0.816, 0.015], [3.819, -1.216, -0.476], [2.268, -0.407, 1.339], [3.174, -0.342, 2.400], [2.700, 0.076, 3.629], [1.337, 0.430, 3.778], [0.466, 0.345, 2.698], [0.982, 0.033, 1.484], [3.610, 0.127, 4.852], [3.617, 1.529, 5.451], [3.114, -0.859, 5.902], [5.046, -0.250, 4.472], [7.195, -2.598, -1.795], [5.979, -2.875, -0.555], [6.536, -1.228, -0.912], [6.609, -1.523, -3.924], [4.962, -1.008, -4.328], [5.885, -0.118, -3.110], [4.611, -4.161, -2.299], [4.209, -3.416, -3.849], [5.898, -3.790, -3.469], [2.757, -1.628, -3.735], [0.566, -0.964, -2.611], [4.679, -1.244, 0.223], [4.232, -0.606, 2.214], [0.927, 0.780, 4.721], [-0.613, 0.527, 2.720], [2.625, 1.844, 5.779], [4.278, 1.532, 6.322], [3.987, 2.266, 4.732], [3.113, -1.883, 5.517], [3.781, -0.818, 6.768], [2.103, -0.624, 6.239], [5.123, -1.273, 4.089], [5.461, 0.433, 3.724], [5.710, -0.196, 5.344]],
  "forces_ev_per_angstrom": [[-0.219, 1.430, -0.709], [-2.991, 1.181, -1.373], [2.198, -1.161, 1.246], [-3.562, -0.454, -0.583], [2.855, -1.132, 0.909], [-0.151, 0.381, -0.258], [0.256, 1.037, -0.096], [-1.545, -0.951, 0.291], [0.314, 1.589, -0.793], [0.284, -0.283, 0.070], [0.346, -0.442, 0.006], [0.149, -0.377, -0.243], [-0.286, -0.247, 0.550], [-0.395, 1.409, -0.756], [0.483, -0.780, 1.025], [0.441, -0.135, 0.126], [-0.638, 0.280, -0.283], [0.660, -0.602, 0.103], [0.308, -0.114, 0.107], [0.307, 0.118, 0.414], [0.109, 0.309, -0.149], [-0.106, -0.341, 0.014], [0.246, -0.335, -0.983], [-0.812, 0.199, 0.337], [1.159, 0.231, 0.839], [1.235, -1.333, -0.915], [0.279, -0.035, -2.649], [-1.107, 0.323, 0.806], [-0.802, 1.514, 2.209], [-0.219, -0.334, -1.106], [-0.297, 0.357, 1.082], [-0.418, -0.163, -0.405], [1.516, 0.105, -0.265], [0.526, -0.994, 2.082], [0.461, -0.062, -0.286], [0.039, 0.352, -0.001], [-0.173, -0.337, 0.127], [0.337, -0.019, 0.052], [-0.261, 0.099, 0.001], [0.013, 0.021, -0.098], [-0.038, -0.062, -0.107], [-0.131, 0.160, -0.029], [0.044, -0.035, -0.029], [0.029, -0.099, -0.055], [0.084, 0.030, -0.077], [0.070, 0.017, -0.019], [-0.184, -0.050, 0.032], [0.366, -0.172, 0.413], [0.616, -0.114, -0.320], [-0.727, -0.144, -0.830], [-0.950, 0.129, 0.350], [0.271, -0.250, -0.053], [0.551, 0.142, 0.225], [0.023, -0.012, 0.038], [-0.106, 0.076, -0.107], [-0.001, -0.036, 0.088], [0.011, 0.060, 0.064], [-0.116, -0.040, -0.075], [0.022, 0.004, 0.044], [-0.063, 0.077, 0.057], [-0.029, -0.016, 0.051], [-0.279, 0.031, -0.108]],
  "lowdin_charge": [1.362, -0.111, -0.287, -0.084, -0.420, 0.150, 0.082, -0.060, -0.080, 0.151, 0.150, 0.150, 0.158, -0.063, 0.156, 0.106, 0.099, 0.108, -0.059, -0.574, -0.031, -0.032, -0.109, 0.042, -0.066, -0.118, -0.177, 0.094, -0.180, 0.087, -0.109, 0.040, -0.058, -0.105, -0.570, -0.033, -0.031, -0.059, 0.103, 0.094, 0.093, 0.102, 0.086, 0.099, 0.101, 0.085, 0.102, 0.131, 0.118, 0.126, 0.124, 0.128, 0.126, 0.084, 0.102, 0.100, 0.099, 0.102, 0.087, 0.092, 0.093, 0.103],
  "charge": 2,
  "de_lowest_kcal_mol": 5.06,
  "lumo_ev": [-6.72, -7.55],
  "mol_weight_g_mol": 604.61,
  "spin_multiplicity": 3,
  "orbital_gap_ev": [7.262, 7.223],
  "energy_ev": -39234.9317,
  "fmax_ha_per_bohr": 0.071
}